Computed, not measured: a molecular structure, C39H60F3KN9OPSSi2, with ωB97M-V/def2-TZVPD.

Geometry as XYZ:
```
117
Properties=species:S:1:pos:R:3:mulliken_charge:R:1
C 2.657 2.818 1.668 -1.56
C 0.765 -1.332 5.248 -2.24
C 0.555 -4.404 -5.285 -0.85
C -6.689 -0.995 2.503 0.54
C -0.364 -5.344 -2.873 -0.19
H 0.048 3.770 -4.307 0.30
Si 1.327 0.888 3.293 -0.93
H 1.003 3.939 3.628 0.34
C 4.119 1.108 2.568 -2.12
H 0.680 -1.685 -7.196 0.53
N 0.958 0.954 -5.216 -0.47
H -5.009 3.245 1.302 0.37
H -1.362 -6.951 -4.021 0.29
H 2.566 -4.554 0.245 0.12
N -3.554 0.189 0.716 0.43
C -1.227 1.395 4.417 -2.11
H -1.219 0.426 4.903 0.26
H 0.595 4.034 -0.518 0.53
N 3.090 1.086 -3.233 -0.38
H 1.039 -2.258 5.760 0.46
C 3.586 1.951 -2.306 0.62
C -1.770 -1.354 -5.970 -0.67
C -2.491 -1.930 -2.337 -1.07
N -0.541 -0.542 -5.913 0.37
H -0.282 1.573 0.581 -0.21
H 2.012 -2.149 3.139 0.37
P -1.532 1.456 -4.114 -0.77
H 3.838 0.318 1.786 0.08
K -1.099 -1.083 0.530 1.29
Si 0.802 -3.198 -1.234 -0.33
H 2.433 2.165 0.856 -0.04
S -4.233 -2.316 0.936 -0.42
C -0.645 1.845 -2.574 -0.14
H 3.436 -1.162 3.158 0.39
H 2.594 0.574 6.341 0.18
O 3.484 3.165 -2.345 -0.67
H 2.620 0.103 -6.167 0.46
C 2.506 -2.332 -1.604 -0.18
C 0.549 -4.269 -2.836 0.58
H -1.679 -2.116 -5.130 0.18
C 3.485 2.956 4.114 -1.55
C 0.654 -0.857 -6.518 -0.21
C -2.319 -0.054 -3.352 0.03
N -1.720 -1.165 -3.072 0.38
C -0.268 1.965 -0.466 0.11
H -5.398 0.685 -2.127 0.45
N -3.610 -0.068 -2.828 0.37
C -4.447 -0.671 1.243 -0.06
C 1.584 0.103 -6.092 -1.22
H 3.256 -2.397 4.396 0.39
C 2.704 -1.624 3.803 -2.10
H -1.867 2.033 5.035 0.52
H 0.963 -5.412 -0.049 0.53
C -3.718 -1.280 -2.173 -1.34
H 1.863 3.570 1.819 0.18
H 3.752 2.367 5.012 0.23
C -0.272 0.553 -5.129 0.43
C 2.980 -0.174 5.673 -2.02
C -4.399 0.999 -2.394 -0.88
H -1.898 -1.921 -6.886 0.36
H -4.585 -1.608 -1.620 0.64
C 1.002 -3.823 -4.112 -0.26
H -0.213 2.881 6.534 0.49
C 1.955 -0.601 4.583 2.65
H 4.447 3.496 3.818 0.39
H 0.642 1.323 6.577 0.21
C 2.968 2.004 2.980 2.62
N -0.093 3.056 -2.321 0.41
H 2.826 0.208 -2.810 0.21
C -5.789 1.281 1.853 -0.18
H 0.163 5.053 -3.160 0.36
H -2.642 -0.692 -5.912 0.29
C -0.662 -6.104 -4.003 -0.96
H -4.501 1.845 -3.119 0.35
H 0.011 -1.579 4.516 0.39
H 4.270 1.812 -0.412 0.22
H -0.661 4.121 4.265 0.47
H 2.920 -2.166 -0.581 0.45
H -0.362 3.262 2.761 0.12
C -4.803 2.162 1.364 -1.28
H -2.153 -2.839 -1.987 1.01
H 3.123 -2.848 -2.314 0.51
H 2.436 1.429 -3.859 0.45
C 0.520 2.270 5.993 -1.71
C 0.094 3.189 -0.969 -1.04
H 2.749 3.725 4.464 0.28
H 1.554 3.943 -3.276 0.25
F -6.083 -1.696 3.526 -0.26
H 1.597 -2.954 -4.164 0.29
N -0.819 1.173 -1.432 0.63
H 2.289 -1.362 -2.051 -1.00
F -7.730 -0.396 3.064 -0.31
H -0.836 -5.673 -1.928 0.22
H 1.456 2.742 6.090 0.36
C 0.063 3.456 3.796 -1.64
H 0.187 -0.769 5.952 0.39
C -5.665 -0.088 1.836 -0.15
N 4.303 1.315 -1.284 -0.55
H 4.543 0.540 3.398 0.44
H 4.908 1.775 2.080 0.54
C -3.674 1.525 0.853 -0.38
H 3.599 3.377 1.396 0.52
F -7.082 -1.950 1.644 -0.23
C -0.238 -5.568 -5.200 -0.17
H 3.903 0.077 5.147 0.34
H -0.600 -6.036 -6.103 0.33
H -1.635 1.175 3.443 0.26
C 0.139 2.059 4.487 2.45
H 3.234 -1.028 6.265 0.66
C 0.474 3.988 -3.282 -0.81
H -2.954 2.192 0.429 0.49
H 0.912 -4.123 -6.270 0.42
C 1.275 -4.468 0.117 -1.50
H 1.058 -4.147 1.039 0.43
H -4.042 1.416 -1.476 0.22
H 4.022 0.342 -1.279 0.34
H -6.710 1.671 2.243 0.45
```

Calculated values
Charge: -2
E, Ha: -4308.1955
Largest force on an atom, eV Å⁻¹: 6.73
ΔE to the lowest compared entry with this formula, charge and spin, kcal per mole: 33.8
Kohn-Sham gap, eV: 4.77

---

Computed, not measured: a molecular structure, C50H29I4N4Rh, with ωB97M-V/def2-TZVPD.

Geometry as XYZ:
```
88
Properties=species:S:1:pos:R:3:mulliken_charge:R:1
C 0.990 -2.813 -3.104 -1.44
C -1.462 -3.182 -0.490 1.54
H -1.578 -0.126 6.072 0.53
C 1.445 -1.913 -2.109 0.13
C 4.313 5.884 1.392 -0.11
N -0.971 -1.579 1.331 0.06
C -0.140 -3.412 -2.616 -1.42
C 4.625 5.051 2.450 -0.62
H 5.017 2.000 0.199 0.66
H 2.148 3.909 -0.254 0.58
H 3.723 1.985 -5.441 0.41
C 1.002 2.495 3.448 -1.38
C 2.988 1.179 0.501 0.17
C 3.418 5.486 0.415 -0.71
C -3.622 0.442 6.338 -0.65
C 4.272 0.426 -1.164 -1.25
H -5.793 1.159 3.841 0.40
H 5.317 5.377 3.210 0.41
C -1.985 0.425 -0.678 0.33
C -1.584 -1.312 2.534 0.22
C 3.714 0.943 -5.157 -0.81
C 4.146 -1.374 -5.651 -0.79
C -2.495 -2.344 2.857 -1.28
H -2.780 2.535 -3.201 0.39
H -2.488 -0.237 0.011 0.19
C -0.804 2.169 -2.461 -1.07
C -3.805 -5.627 -2.182 -0.76
C -4.880 0.857 4.329 -0.74
C 3.621 -1.742 -4.425 -0.30
C -2.629 -5.079 -1.702 -0.35
N 0.611 -1.962 -1.019 -0.05
C 2.550 -1.047 -2.234 1.55
C 4.039 3.799 2.538 0.06
H 3.154 6.148 -0.395 0.41
C -5.045 -3.743 -1.334 -0.79
C -0.019 1.452 -1.572 0.43
H 1.513 3.355 3.831 0.59
H 4.286 3.147 3.363 0.52
C -5.006 -4.963 -1.992 -0.15
C -2.561 0.186 4.193 -0.93
C 4.246 1.326 -0.126 -1.26
H -0.335 2.861 -3.141 0.48
H -3.811 0.596 2.504 0.54
C 1.404 1.749 2.307 -0.15
C 2.853 4.230 0.498 0.02
N 2.274 0.166 -0.096 0.08
I -6.808 -5.828 -2.686 0.07
I -6.512 1.268 6.864 0.07
C -2.482 -3.221 1.799 -1.28
H 1.049 1.610 -1.597 0.17
H -1.701 -5.619 -1.819 0.65
H 1.438 -2.989 -4.059 0.58
C -2.642 -3.862 -1.017 -0.19
H -0.739 -4.139 -3.120 0.60
C -1.432 -0.142 3.299 1.43
C 4.197 -0.038 -6.009 -0.15
H -5.973 -3.206 -1.208 0.41
C -0.602 0.562 -0.677 1.27
H -3.834 1.032 -1.553 0.47
I 5.201 7.802 1.261 0.07
N 0.558 0.686 2.117 -0.14
C -3.873 -3.214 -0.840 0.04
C -4.802 0.795 5.709 -0.11
H 2.827 1.331 -3.263 0.42
H -3.019 -4.145 1.716 0.68
H 3.619 -2.782 -4.134 0.65
C -3.763 0.543 3.581 0.05
C 3.148 -0.773 -3.538 -0.15
C 3.158 3.369 1.553 -1.01
C 3.212 0.573 -3.929 0.02
C -2.176 2.007 -2.480 -0.83
C -0.106 1.879 3.954 -1.36
C 3.016 -0.234 -1.171 -0.36
I 5.045 0.525 -7.865 0.07
C -0.368 -2.874 -1.324 0.07
C -2.762 1.146 -1.572 -0.96
H -3.048 -2.408 3.775 0.66
H -3.573 0.401 7.414 0.41
Rh 0.546 -0.596 0.513 0.55
H -0.668 2.146 4.825 0.58
H 4.522 -2.130 -6.324 0.38
H -3.785 -6.576 -2.696 0.38
C 2.519 2.037 1.511 1.40
H -3.894 -2.260 -0.333 0.42
C -2.499 0.151 5.581 -0.01
C -1.581 -2.696 0.837 -0.34
H 5.087 0.228 -1.833 0.68
C -0.375 0.761 3.119 -0.06
```

Calculated values
Charge: 0
E, Ha: -3443.1593
Largest force on an atom, eV Å⁻¹: 1.54
Kohn-Sham gap, eV: 5.60

---

Computed, not measured: a molecular structure, C20H23NO7S2, with ωB97M-V/def2-TZVPD.

Geometry as XYZ:
```
53
Properties=species:S:1:pos:R:3:mulliken_charge:R:1
C 1.773 -2.095 -0.935 0.12
C -3.848 -0.871 -2.302 -0.83
C 0.624 3.322 1.444 -1.08
H 1.620 1.717 -1.995 0.17
H 0.531 3.785 -1.439 0.67
O -2.445 1.378 2.378 -0.44
C 4.480 -3.784 1.031 -1.26
H -5.684 -0.422 -1.516 0.36
H 4.496 -4.580 1.668 0.38
O -4.399 -0.345 -0.260 -0.34
C -3.578 0.620 0.359 0.38
C -3.186 0.460 1.656 0.16
C 2.235 2.777 -1.807 -0.13
H 3.183 2.894 -2.494 0.47
H 5.251 -3.180 1.051 0.42
C 3.287 -3.301 0.324 0.85
H 1.927 4.559 -1.535 0.69
C 0.616 1.048 0.542 -0.25
N -1.035 -0.641 1.087 0.46
S 2.766 2.518 -0.020 1.28
C -1.300 1.694 1.939 0.64
H 1.705 -1.559 -1.787 0.53
O 3.295 3.792 0.453 -0.68
H -3.784 -1.848 -2.086 0.32
O -1.800 -2.442 -0.344 -0.85
O -0.752 -0.600 -1.580 -0.69
O -3.138 1.472 -0.174 -0.40
O 3.535 1.259 -0.141 -0.68
C -4.683 -0.098 -1.485 -0.27
H 1.150 4.299 -3.249 0.25
C 3.088 -2.369 -0.630 -0.76
H -1.242 3.696 2.536 0.26
H -2.763 -1.589 1.314 0.94
H 1.324 0.145 0.222 0.10
C -0.655 2.964 1.821 -0.87
C -0.587 0.883 1.200 0.64
H 0.009 -2.970 1.882 0.10
H -2.719 -0.365 -2.479 0.08
C -2.335 -0.793 1.754 -1.57
C 1.319 3.952 -1.794 -1.96
C 2.199 -3.482 1.641 -1.02
H -4.814 0.933 -1.802 0.34
H 4.019 -2.478 -1.367 0.16
H 1.172 4.311 1.420 0.40
H -1.895 -1.161 2.936 0.30
C 0.937 -2.915 1.129 -0.25
H -4.263 -0.821 -3.453 0.34
C 0.751 -2.348 -0.061 -0.28
H 4.912 -4.321 -0.146 0.21
C 1.283 2.033 0.634 0.09
H -4.209 0.379 2.414 0.29
H 2.433 -4.154 2.437 0.33
S -0.804 -1.358 -0.388 1.85
```

Calculated values
Charge: 0
E, Ha: -2153.0133
Largest force on an atom, eV Å⁻¹: 17.18
ΔE to the lowest compared entry with this formula, charge and spin, kcal per mole: 483.1
Kohn-Sham gap, eV: 8.89

---

Computed, not measured: 8 unconnected molecules or ions with the total composition C59H65BrClNO19P, with ωB97M-V/def2-TZVPD.

Geometry as XYZ:
```
147
Properties=species:S:1:pos:R:3:mulliken_charge:R:1
C 11.705 4.809 2.657 0.33
H 4.562 4.571 0.302 -0.03
O -7.652 1.324 -5.876 -0.50
H 1.886 -4.579 3.544 0.27
C -7.673 4.354 -7.218 -0.30
H 2.346 6.076 -0.306 0.45
C -6.838 -2.077 -5.284 -0.50
H 2.722 2.540 2.013 0.31
H 0.276 -2.555 3.274 -0.01
C -7.022 -0.791 -3.100 -0.35
H 0.564 1.983 0.977 -0.03
C -7.304 0.318 -3.777 -0.39
H -8.027 -6.245 2.193 0.46
H -5.926 -5.811 3.450 0.15
C 9.225 5.399 1.339 0.50
H 1.324 8.071 -1.405 0.42
O 1.646 -3.678 1.265 -0.72
O -4.276 -0.008 1.468 -0.61
C -4.519 -6.602 7.362 -0.53
H -7.054 7.770 -7.666 0.40
H 3.063 0.839 -6.146 0.36
O 3.086 6.075 2.176 -0.51
O 3.705 -2.317 0.924 -0.64
H -6.202 2.836 -7.226 0.48
H 3.017 -4.170 -0.755 0.77
H -4.723 6.897 -7.853 0.40
C -7.381 0.314 -5.258 0.34
Cl 5.078 -0.446 -0.398 -0.22
C -6.718 -6.678 6.274 0.50
C 10.794 3.726 2.211 -0.46
H 6.420 2.171 0.413 0.22
C 6.025 3.054 -0.088 -1.03
H -6.647 -3.024 -5.771 0.42
C 1.235 -2.565 3.799 -0.11
H 3.559 -6.204 -2.306 0.30
H 3.573 0.925 -3.846 0.32
C 4.469 -5.606 -2.289 -1.60
C -7.199 -7.623 7.312 -0.42
H -6.959 -0.813 -2.019 0.50
H 4.920 -1.323 -2.979 0.41
O -7.450 -6.312 5.377 -0.53
H -7.180 -0.942 -7.040 0.41
C -6.116 -5.379 2.478 -0.24
C -7.964 5.804 -7.343 0.40
C -1.406 -0.037 3.556 0.05
C 2.543 2.814 0.967 0.07
C -5.575 6.252 -7.680 -0.35
C -5.284 4.800 -7.557 0.32
H 3.858 -4.065 -3.636 0.31
H 3.090 -0.144 -1.857 0.10
O 1.821 0.615 0.121 0.23
O 0.917 10.306 -0.152 -0.56
C -3.557 -0.282 2.409 0.22
H 2.341 -3.884 5.089 0.34
O 3.712 2.688 0.200 0.00
H -3.494 -6.267 7.455 0.46
C -5.062 -4.491 1.934 0.30
H 2.741 -0.838 -5.765 0.32
C 10.136 6.484 1.787 -0.43
O -1.154 -1.229 5.565 -0.57
C 9.644 3.998 1.600 -0.11
H 11.120 2.714 2.412 0.43
H 9.808 7.497 1.587 0.41
P 1.998 -1.975 1.217 1.50
O 1.805 -1.984 -0.504 -0.42
O 12.753 4.564 3.214 -0.55
C 2.954 -2.151 -1.307 -0.11
H 1.655 10.302 2.330 0.40
H 3.275 0.229 1.548 0.27
C 2.589 7.043 1.646 0.39
C 2.369 8.308 2.393 -0.40
C 4.153 -2.047 -0.312 0.26
H -1.857 0.909 1.714 0.42
H -7.491 1.266 -3.290 0.44
H 5.139 0.335 -4.431 0.42
H 1.222 -1.736 -3.659 0.35
H 0.747 -0.740 -2.255 0.24
H 5.142 -6.011 -3.044 0.46
H 4.870 3.501 1.696 0.37
O -6.521 -3.089 -3.185 -0.52
H 1.132 -1.875 4.641 0.54
H 4.294 -0.412 -6.451 0.37
C 3.965 -1.174 -3.484 -0.59
C -5.316 -6.199 6.376 -0.21
H 8.961 3.226 1.266 0.40
H 4.949 -5.711 -1.317 0.36
C -7.240 -5.610 1.807 -0.35
C -7.478 -4.990 0.477 0.25
C 1.825 9.370 1.807 -0.39
H -8.224 -7.958 7.215 0.41
C 1.533 -3.950 4.360 -1.45
O -8.508 -5.192 -0.132 -0.58
C -6.431 3.889 -7.319 -0.32
H -6.730 -8.714 9.067 0.40
C 1.632 8.072 -0.367 -0.47
H 2.685 -1.209 3.311 0.31
H 0.582 -1.697 1.312 -0.09
C 2.177 7.008 0.218 -0.06
H 3.800 -2.049 -4.113 0.18
H -3.558 -2.176 5.301 0.44
C 1.413 9.335 0.380 0.31
C -2.185 0.267 2.522 -0.25
C 4.079 0.099 -4.341 -0.79
O -4.054 -4.258 2.567 -0.51
C 2.252 -0.072 1.293 -1.46
C -7.122 -0.967 -5.960 -0.33
H 5.737 2.736 -1.091 0.23
H 2.677 8.308 3.431 0.42
H -0.393 0.334 3.650 0.26
C 1.502 -0.901 -3.019 -1.91
H 4.998 -3.508 -2.440 0.37
H -8.519 3.704 -7.038 0.45
O -9.096 6.232 -7.255 -0.55
C 1.465 1.948 0.346 -0.84
C 3.519 -0.074 -5.766 -1.40
H -5.022 -1.592 3.367 0.48
O 8.179 5.645 0.782 -0.51
H -4.982 -5.511 5.608 0.54
N 2.315 -2.073 2.952 -0.65
Br 1.292 -4.267 -2.482 -0.17
C 4.762 3.538 0.608 -0.10
H 6.773 3.838 -0.149 0.35
H 11.966 6.982 2.732 0.39
C -3.244 -1.503 4.514 -0.51
C -4.023 -1.192 3.483 -0.33
C -5.295 -3.878 0.605 -0.39
C -6.817 6.717 -7.580 -0.39
H -6.603 -3.658 -1.044 0.69
O -4.151 4.380 -7.650 -0.54
C -6.417 -4.107 -0.075 -0.30
H 1.602 0.240 2.126 0.51
H -4.510 -3.232 0.232 0.52
H 1.004 -3.797 0.571 0.21
C -5.000 -7.547 8.402 0.33
H 1.221 2.369 -0.631 0.40
H 4.946 -2.757 -0.544 0.84
C 4.130 -4.148 -2.584 -0.30
H 0.655 -4.429 4.798 0.31
H 1.516 -0.008 -3.651 0.50
C 2.974 -3.648 -1.711 -0.63
H 2.192 3.854 0.961 -0.06
C -6.403 -8.026 8.298 -0.38
C 2.884 -1.067 -2.396 0.68
O -4.280 -7.916 9.303 -0.54
C -1.876 -0.940 4.638 0.38
C 11.285 6.210 2.397 -0.41
C -6.770 -2.076 -3.801 0.45
```

Calculated values
Charge: -1
E, Ha: -7146.9129
Largest force on an atom, eV Å⁻¹: 1.15
Kohn-Sham gap, eV: 4.51

---

Computed, not measured: a molecular structure, C6H8ClN, with ωB97M-V/def2-TZVPD.

Geometry as XYZ:
```
16
Properties=species:S:1:pos:R:3:mulliken_charge:R:1
H -1.824 1.172 -0.641 0.28
H -1.104 -1.092 1.664 0.33
H 1.213 -1.591 0.637 0.26
H 0.562 1.155 1.857 0.36
H -0.805 -1.760 -1.027 0.34
C -0.788 -0.683 -0.738 -0.49
Cl 3.203 -0.139 -0.033 -0.27
C -1.843 0.192 -0.148 -0.57
C 0.395 0.508 0.909 -0.06
N 0.531 1.373 -0.299 -0.66
H 1.582 1.746 -0.241 0.31
H 0.897 0.181 -2.006 0.45
C -0.910 -0.385 0.748 -0.26
H -2.900 -0.253 0.117 0.24
C 1.273 -0.447 0.221 -0.24
C 0.518 0.022 -1.020 -0.03
```

Calculated values
Charge: 0
E, Ha: -748.2097
Largest force on an atom, eV Å⁻¹: 6.26
ΔE to the lowest compared entry with this formula, charge and spin, kcal per mole: 86.9
Kohn-Sham gap, eV: 10.11

---

Computed, not measured: a gas-phase ion, C10H11N4 (charge +1), with ωB97M-V/def2-TZVPD.

Geometry as XYZ:
```
25
Properties=species:S:1:pos:R:3:mulliken_charge:R:1
H 2.778 1.774 2.000 0.36
N -2.271 -1.149 3.048 -0.40
H -1.319 3.223 -0.076 0.54
H -2.948 -3.093 -1.988 0.36
C -2.078 -2.453 -1.601 -0.30
N 0.959 1.351 1.176 0.21
C -0.999 -1.867 -2.236 -0.97
N -1.141 1.288 0.578 0.03
C -0.100 0.556 1.074 -0.36
N -2.110 -2.095 -0.321 -0.14
H 1.157 3.481 0.873 0.40
H 0.671 -0.698 -1.195 0.53
H -0.816 -1.929 -3.291 0.43
H 2.379 0.097 2.004 0.39
H -2.094 0.875 0.326 0.35
C -0.289 -1.154 -1.199 -0.16
C 0.626 2.603 0.685 -0.47
H 2.853 0.715 0.543 0.36
C -0.373 -0.926 1.332 0.91
C 2.346 1.008 1.429 -0.93
H -2.663 -2.549 0.528 0.33
H 0.457 -1.540 1.570 0.58
C -1.421 -1.032 2.322 -0.05
C -0.960 -1.420 0.001 -0.64
C -0.706 2.539 0.338 -0.36
```

Calculated values
SMILES: Cn1cc[nH+]c1[C@@H](C#N)c1ccc[nH]1
Charge: +1
E, Ha: -606.3934
Largest force on an atom, eV Å⁻¹: 5.83
ΔE to the lowest compared entry with this formula, charge and spin, kcal per mole: 0.0
Kohn-Sham gap, eV: 8.72